{"formula": "C10H12N3S", "method": "ωB97M-V with the def2-TZVPD basis set", "lumo_ev": -4.02, "charge": 1, "homo_ev": -11.62, "elements": ["C", "C", "C", "C", "C", "C", "C", "C", "C", "C", "N", "N", "N", "S", "H", "H", "H", "H", "H", "H", "H", "H", "H", "H", "H", "H"], "positions_angstrom": [[-1.0064, 2.6459, -0.2084], [3.2179, 1.3546, 2.2064], [3.4399, 1.1010, 0.8652], [2.0842, 2.0838, 2.5577], [2.4216, 1.3821, -0.0443], [1.1382, 2.3971, 1.5895], [-0.8218, -2.0011, -0.5079], [-3.2746, -3.2827, -1.5486], [-1.8678, -3.9135, -1.6899], [0.2143, 2.1920, -0.5651], [-2.0159, 3.1991, -0.0116], [1.2951, 1.9671, 0.3394], [-0.9985, -3.0028, -1.0909], [-0.0781, -0.7558, 0.1108], [3.9083, 1.0220, 2.8499], [4.3481, 0.7394, 0.4393], [1.9601, 2.2967, 3.6234], [2.4588, 1.1148, -1.1206], [0.2785, 2.9443, 1.8718], [-4.1535, -3.8124, -2.0173], [-3.5942, -3.1990, -0.5949], [-3.2442, -2.3557, -1.9198], [-1.5668, -4.8076, -1.1647], [-1.4285, -4.0642, -2.5923], [0.2446, 1.7976, -1.5869], [-2.9593, 2.9575, 0.2098]]}


{"formula": "C10H12N5", "method": "ωB97M-V with the def2-TZVPD basis set", "lumo_ev": [-4.38, -4.38], "charge": 1, "homo_ev": [-11.82, -11.81], "elements": ["C", "C", "C", "C", "C", "C", "C", "C", "C", "C", "N", "N", "N", "N", "N", "H", "H", "H", "H", "H", "H", "H", "H", "H", "H", "H", "H"], "positions_angstrom": [[4.1539, -0.7964, -0.0073], [3.3257, -1.6317, 0.8185], [3.4997, 0.1391, -0.7252], [1.4568, -0.6366, -0.0197], [-2.0545, 0.4242, 0.1665], [-0.6749, 0.4168, 0.4857], [-2.7105, -0.7397, -0.2464], [-0.6480, -1.7619, -0.5336], [0.0684, 1.4563, 1.1475], [-4.1116, -0.9143, -0.4517], [2.0562, -1.5454, 0.7212], [-1.9606, -1.8350, -0.6185], [2.1543, 0.2704, -0.7756], [1.5306, 1.0896, -1.5152], [0.0411, -0.6240, -0.0528], [5.2089, -0.7376, 0.1559], [3.6383, -2.4186, 1.4686], [3.9052, 0.7521, -1.4297], [-2.6512, 1.1952, 0.5988], [0.0244, -2.5096, -1.0286], [0.8423, 1.0820, 1.8551], [-0.6415, 2.2418, 1.6226], [0.6868, 2.0008, 0.4783], [-4.4701, -0.5247, -1.4521], [-4.8394, -0.5352, 0.2155], [-4.1329, -1.9550, -0.4272], [2.1754, 1.7064, -2.0420]]}


{"formula": "C10H12NO3", "method": "ωB97M-V with the def2-TZVPD basis set", "lumo_ev": -5.45, "charge": 1, "homo_ev": -12.19, "elements": ["C", "C", "C", "C", "C", "C", "C", "C", "C", "C", "N", "O", "O", "O", "H", "H", "H", "H", "H", "H", "H", "H", "H", "H", "H", "H"], "positions_angstrom": [[1.7513, 1.3214, 1.1447], [1.5386, 1.4621, -0.2490], [-2.2475, 0.5194, -1.4129], [0.8296, 2.1975, 1.6946], [-3.2036, 1.2364, -0.7296], [-2.1014, 0.0992, 0.7294], [-1.5448, -0.2847, -0.5050], [0.4568, 2.2865, -0.3681], [0.3678, -1.7634, 0.2583], [-0.5467, -1.2294, -0.7625], [1.1730, -2.8680, -0.1035], [-3.1136, 0.9727, 0.5983], [0.0597, 2.7108, 0.7908], [-0.3306, -1.7293, -2.0146], [2.7111, 0.9393, 1.4292], [1.8895, 0.7674, -0.9719], [-1.9282, 0.5370, -2.4231], [0.5381, 2.3648, 2.7250], [-3.9811, 1.8975, -0.8564], [-1.7438, 0.0071, 1.8392], [-0.0281, -1.9897, 1.2356], [0.8856, -0.7814, 0.5362], [1.2079, -3.1957, -1.1527], [-0.1492, 2.4195, -1.2391], [1.9895, -2.8500, 0.3122], [-0.8624, -1.4452, -2.7824]]}


{"formula": "C10H12NOS", "method": "ωB97M-V with the def2-TZVPD basis set", "lumo_ev": [-6.76, -5.62], "charge": 1, "homo_ev": [-13.21, -13.51], "elements": ["C", "C", "C", "C", "C", "C", "C", "C", "C", "C", "N", "O", "S", "H", "H", "H", "H", "H", "H", "H", "H", "H", "H", "H", "H"], "positions_angstrom": [[0.0486, 3.0729, -0.4788], [1.4456, 2.8210, -0.6462], [-0.7411, 1.9702, -0.1042], [1.8741, 1.4615, -0.6272], [-0.2492, 0.7320, 0.1415], [1.1398, 0.4720, 0.0173], [-1.3925, -1.4682, -0.5890], [-1.1149, -0.4248, 0.5651], [-2.8928, -1.6042, -0.9314], [1.8362, -1.7467, 1.6106], [-0.6216, -2.2822, -1.0795], [2.7863, -1.4245, -0.8713], [1.5868, -1.2550, -0.0973], [-0.4604, 4.0904, -0.5203], [2.2934, 3.5161, -0.8938], [-1.8202, 2.2570, 0.0365], [2.9245, 1.3811, -0.8997], [-0.6607, -0.9929, 1.2532], [-2.1430, 0.0036, 0.7756], [-3.3038, -2.3572, -0.1739], [-2.8625, -2.0614, -1.9106], [-3.4083, -0.6295, -0.7397], [1.1147, -2.4151, 2.0607], [1.8069, -0.8946, 2.2726], [2.8144, -2.2215, 1.8296]]}


{"formula": "C10H12NOS2", "method": "ωB97M-V with the def2-TZVPD basis set", "lumo_ev": [-4.42, -4.42], "charge": 1, "homo_ev": [-11.66, -11.66], "elements": ["C", "C", "C", "C", "C", "C", "C", "C", "C", "C", "N", "O", "S", "S", "H", "H", "H", "H", "H", "H", "H", "H", "H", "H", "H", "H"], "positions_angstrom": [[-0.1574, -3.5863, 1.2294], [0.3617, -2.6879, 2.1689], [-1.0309, -3.1332, 0.2388], [-0.0722, -1.3674, 2.0767], [-0.9757, -1.8001, -0.1443], [-0.4953, -0.8893, 0.8198], [0.9037, 1.6635, -2.0174], [-0.0872, 0.5893, -1.5820], [0.9861, 2.8467, 0.2544], [-0.7971, 0.5320, 0.7017], [0.6066, 2.9366, -1.2093], [-0.8319, 1.1496, -0.4640], [-0.1579, 3.4262, 1.3013], [-1.2554, 1.3202, 2.0436], [-0.0449, -4.6908, 1.3543], [0.9208, -3.1298, 2.8946], [-1.4818, -3.9342, -0.3380], [0.0935, -0.5519, 2.8117], [-1.5370, -1.5963, -1.0268], [1.8441, 1.4641, -1.7123], [0.7569, 2.0357, -2.9878], [-0.7786, 0.3967, -2.2798], [0.4537, -0.2353, -1.3723], [2.0216, 2.7384, 0.3263], [1.1600, 3.6019, -1.7132], [-0.4053, 2.9016, -1.3743]]}


{"formula": "C10H12NS", "method": "ωB97M-V with the def2-TZVPD basis set", "lumo_ev": [-4.46, -3.96], "smiles": "C=c1cccc/c1=C/C=C(/[NH3+])S", "charge": 1, "homo_ev": [-11.11, -11.46], "elements": ["C", "C", "C", "C", "C", "C", "C", "C", "C", "C", "N", "S", "H", "H", "H", "H", "H", "H", "H", "H", "H", "H", "H", "H"], "positions_angstrom": [[0.2572, -0.9025, -1.4457], [0.4790, 0.4448, -1.0060], [1.5546, 1.1751, -1.5550], [1.8281, 2.4147, -0.9825], [0.9544, 3.0657, -0.1282], [-0.1165, 2.3698, 0.3481], [-0.4314, 1.0856, -0.0367], [-1.5980, 0.4033, 0.5193], [-1.6540, -0.8379, 0.8789], [-0.4178, -1.7475, 0.8394], [-0.7439, -3.2012, 0.7756], [0.9716, -1.5674, 1.8219], [-0.7443, -1.0067, -1.7906], [1.0463, -1.5043, -1.6289], [2.1062, 0.6988, -2.4023], [2.6363, 2.9433, -1.3492], [1.1450, 4.0881, 0.1183], [-0.9187, 2.8960, 0.9567], [-2.5460, 1.0474, 0.4804], [-2.5350, -1.1203, 1.2479], [-0.1833, -3.6246, 1.4505], [-0.5043, -3.7270, -0.1092], [-1.7771, -3.2145, 1.0306], [1.1916, -0.1786, 1.9667]]}


{"formula": "C10H12O", "method": "ωB97M-V with the def2-TZVPD basis set", "lumo_ev": 0.19, "charge": 0, "homo_ev": -8.58, "elements": ["C", "C", "C", "C", "C", "C", "C", "C", "C", "C", "H", "H", "H", "H", "H", "H", "H", "H", "H", "H", "H", "H", "O"], "positions_angstrom": [[1.0376, 0.3995, 1.7304], [0.8820, -0.4931, 2.7125], [0.1523, -1.7013, 2.2490], [-0.2523, -1.8455, 1.0338], [-0.1779, -0.7503, -0.0135], [-0.6416, -1.1151, -1.4800], [-1.0994, 0.0817, -2.1742], [-0.0036, 1.2334, -1.9747], [0.2903, 1.5238, -0.4306], [0.4549, 0.2917, 0.3650], [0.8749, 2.5671, 1.9116], [1.0698, -0.4657, 3.8570], [-0.4527, -2.4552, 3.1458], [-0.9878, -2.7221, 0.7684], [-1.4301, -2.0616, -1.5365], [0.5421, -1.3030, -1.9729], [-2.1731, 0.5672, -1.8545], [-1.3862, -0.2267, -3.1525], [0.8892, 0.8223, -2.5283], [-0.1971, 2.1292, -2.5217], [1.3305, 1.6710, -0.2920], [-0.3566, 2.3078, 0.0499], [1.6346, 1.5448, 2.1080]]}


{"formula": "C10H12O2S", "method": "ωB97M-V with the def2-TZVPD basis set", "lumo_ev": [0.39, -1.21], "charge": 0, "homo_ev": [-7.78, -7.84], "elements": ["C", "C", "C", "C", "C", "C", "C", "C", "C", "C", "O", "O", "S", "H", "H", "H", "H", "H", "H", "H", "H", "H", "H", "H", "H"], "positions_angstrom": [[-1.0329, -3.3496, -0.4568], [-1.5119, -2.3252, -1.2645], [0.2542, -3.2693, 0.0591], [-0.7172, -1.2404, -1.5542], [1.0557, -2.1823, -0.2038], [0.5857, -1.1267, -1.0151], [1.6399, 1.8598, 1.2999], [1.3250, 0.0415, -1.2571], [0.2018, 1.6344, 1.0809], [-0.6202, 2.5340, 0.2507], [3.2733, -0.3560, 0.4409], [2.3940, 2.0023, 0.1107], [2.8974, 0.5521, -0.6296], [-1.6578, -4.2012, -0.2360], [-2.5126, -2.3831, -1.6682], [0.6339, -4.0704, 0.6771], [-1.0943, -0.4415, -2.1793], [2.0533, -2.1250, 0.1964], [1.8026, 2.8153, 1.8191], [2.0773, 1.0511, 1.9000], [0.9794, 0.7255, -2.0158], [-0.2815, 0.8308, 1.6104], [-1.2654, 1.9625, -0.4182], [0.0053, 3.2086, -0.3282], [-1.2874, 3.1292, 0.8846]]}


So what do the calculations give for M? Going down the list: 206.29 202.24 194.21 194.28 226.35 178.28 148.21 196.27 g/mol.
So what do the calculations give for relative energy (zero: lowest compared OMol25 entry of this formula, charge and spin)? Going down the list: 2.634 2.118 2.434 5.135 1.514 4.720 5.624 4.369 eV.